This record from OMol25 describes an isolated molecule of C24H28N4OS. The level of theory is ωB97M-V/def2-TZVPD.

Properties
SMILES	CSc1ccc(CN2CCC(n3nccc3NC(=O)c3ccccc3C)CC2)cc1
HOMO energy	-7.84	eV
HOMO-LUMO gap	8.501	eV
net charge	0

Atoms and positions in Å:
1 C 4.6183 -0.8542 7.3264
2 S 5.4496 -1.5713 5.8803
3 C 4.1527 -1.7724 4.6943
4 C 4.5175 -2.3255 3.4704
5 C 3.5716 -2.5151 2.4835
6 C 2.2440 -2.1652 2.6966
7 C 1.1962 -2.3762 1.6370
8 N 0.3566 -1.1956 1.5084
9 C 1.0578 -0.0392 0.9898
10 C 1.3339 -0.1028 -0.5190
11 C 0.0225 -0.3201 -1.2747
12 N 0.2875 -0.4683 -2.6872
13 N 1.1994 -1.3405 -3.1055
14 C 1.2433 -1.2385 -4.4190
15 C 0.3350 -0.2806 -4.8785
16 C -0.2705 0.1896 -3.7287
17 N -1.2517 1.1758 -3.5811
18 C -2.4743 0.9711 -3.0027
19 O -2.7963 -0.0776 -2.4877
20 C -3.3521 2.1789 -3.0633
21 C -3.6089 2.7692 -4.2962
22 C -4.4485 3.8639 -4.3908
23 C -5.0298 4.3788 -3.2452
24 C -4.7763 3.7934 -2.0175
25 C -3.9459 2.6862 -1.9032
26 C -3.6696 2.0745 -0.5649
27 C -0.6907 -1.5593 -0.7314
28 C -0.8775 -1.4149 0.7828
29 C 1.8905 -1.6150 3.9212
30 C 2.8302 -1.4142 4.9152
31 H 3.8599 -1.5380 7.6963
32 H 5.3944 -0.7253 8.0743
33 H 4.1902 0.1104 7.0697
34 H 5.5483 -2.5998 3.3048
35 H 3.8705 -2.9422 1.5369
36 H 0.5462 -3.2022 1.9462
37 H 1.6836 -2.6715 0.6950
38 H 0.4379 0.8388 1.2036
39 H 1.9975 0.0678 1.5361
40 H 1.8108 0.8235 -0.8451
41 H 2.0078 -0.9278 -0.7501
42 H -0.6244 0.5553 -1.1511
43 H 1.9154 -1.8490 -4.9881
44 H 0.1418 0.0214 -5.8872
45 H -1.1173 2.0242 -4.1126
46 H -3.1712 2.3503 -5.1921
47 H -4.6483 4.3104 -5.3532
48 H -5.6852 5.2347 -3.3086
49 H -5.2359 4.1992 -1.1278
50 H -3.7837 0.9941 -0.6131
51 H -2.6457 2.2893 -0.2557
52 H -4.3455 2.4728 0.1873
53 H -0.0888 -2.4395 -0.9619
54 H -1.6606 -1.6601 -1.2180
55 H -1.5265 -0.5544 0.9799
56 H -1.3668 -2.3043 1.1857
57 H 0.8624 -1.3314 4.0869
58 H 2.5185 -0.9816 5.8525

This record from OMol25 describes a structure of composition C24H28N5O6PdSeSi. The level of theory is ωB97M-V/def2-TZVPD.

Properties
HOMO energy	-10.63	eV
HOMO-LUMO gap	4.133	eV
net charge	+1

Atoms and positions in Å:
1 Pd 0.2564 0.3856 -0.5214
2 O 5.7637 4.2467 0.3576
3 C 4.8216 3.6209 -0.0018
4 C 4.3108 3.4863 -1.4627
5 O 4.8038 3.9595 -2.4345
6 C 3.0378 2.6028 -1.4425
7 C 2.7926 2.1662 0.0161
8 O 1.9115 1.4400 0.4014
9 C 3.8721 2.8054 0.9176
10 O 3.9347 2.6769 2.0977
11 O 2.3394 2.3136 -2.3632
12 C -0.4951 3.9408 0.0109
13 C -1.5917 2.9851 -0.3445
14 C -2.9254 3.3285 -0.3533
15 C -3.8747 2.3434 -0.6524
16 C -3.5072 1.0525 -0.9449
17 C -2.1329 0.7608 -0.9578
18 N -1.2359 1.7324 -0.6559
19 N -1.4538 -0.3804 -1.1883
20 Si -2.0619 -2.0090 -1.4474
21 C -0.7175 -3.0536 -2.2063
22 C -3.4960 -1.9256 -2.6442
23 C -2.6095 -2.7360 0.1801
24 H -0.8241 4.9716 -0.1001
25 H 0.3595 3.7774 -0.6474
26 H -0.1770 3.7958 1.0463
27 H -3.2248 4.3442 -0.1411
28 H -4.9252 2.6053 -0.6471
29 H -4.2383 0.2885 -1.1571
30 H -0.2079 -2.5373 -3.0228
31 H -1.1757 -3.9550 -2.6197
32 H 0.0241 -3.3835 -1.4774
33 H -3.2862 -1.2704 -3.4915
34 H -4.4256 -1.5979 -2.1782
35 H -3.6770 -2.9284 -3.0387
36 H -1.7841 -2.7587 0.8954
37 H -2.9883 -3.7527 0.0528
38 H -3.4067 -2.1326 0.6213
39 Se 1.5437 -2.4348 0.8513
40 N 1.4536 -1.2662 -0.5130
41 C 2.2349 -1.6915 -1.4918
42 C 2.3981 -1.0586 -2.7616
43 C 3.2391 -1.6339 -3.6537
44 C 3.9572 -2.8452 -3.3615
45 C 3.8209 -3.4793 -2.1763
46 C 2.9410 -2.9153 -1.1955
47 N 2.7021 -3.4407 -0.0120
48 H 1.8405 -0.1604 -2.9879
49 H 3.3739 -1.1784 -4.6261
50 H 4.6103 -3.2529 -4.1210
51 H 4.3435 -4.3961 -1.9429
52 C -1.6737 1.4483 3.0121
53 N -1.2057 0.3242 3.8067
54 C -1.4834 0.3723 5.2354
55 C -0.6342 -0.7384 3.2097
56 C -0.2619 -1.9052 4.0911
57 O -0.4334 -0.7665 1.9895
58 H -2.7347 1.6217 3.1987
59 H -1.5312 1.2241 1.9592
60 H -1.1202 2.3522 3.2758
61 H -1.6349 1.4110 5.5200
62 H -0.6476 -0.0117 5.8154
63 H -2.3851 -0.1878 5.4934
64 H -1.0818 -2.1869 4.7508
65 H 0.5972 -1.6589 4.7171
66 H -0.0136 -2.7544 3.4624

This record from OMol25 describes the ion C24H28NO2 with charge +1. The level of theory is ωB97M-V/def2-TZVPD.

Properties
SMILES	C=CC[N+]1(CC#CCOC(c2ccccc2)c2ccccc2)CCOCC1
HOMO energy	-10.71	eV
HOMO-LUMO gap	8.494	eV
net charge	+1

Atoms and positions in Å:
1 C 3.9811 3.2319 0.2015
2 C 3.1661 2.1920 0.1902
3 C 3.5366 0.8464 0.7460
4 N 3.8565 -0.1703 -0.3093
5 C 2.6967 -0.2804 -1.2523
6 C 1.4542 -0.5628 -0.5645
7 C 0.4237 -0.8076 0.0001
8 C -0.8634 -1.0068 0.6303
9 O -1.6908 0.0754 0.2824
10 C -3.0112 -0.0420 0.7976
11 C -3.8075 1.1778 0.3916
12 C -3.4286 1.9578 -0.6904
13 C -4.2045 3.0381 -1.0742
14 C -5.3665 3.3406 -0.3866
15 C -5.7493 2.5615 0.6926
16 C -4.9735 1.4850 1.0811
17 C -3.7293 -1.2687 0.2699
18 C -4.4159 -2.1179 1.1260
19 C -5.0902 -3.2174 0.6235
20 C -5.0738 -3.4807 -0.7354
21 C -4.3852 -2.6387 -1.5932
22 C -3.7197 -1.5343 -1.0940
23 C 4.0945 -1.5065 0.3030
24 C 5.4194 -1.5710 1.0694
25 O 6.4912 -1.2321 0.2295
26 C 6.3545 0.0711 -0.2705
27 C 5.0635 0.2193 -1.0855
28 H 3.6707 4.1923 -0.1700
29 H 4.9835 3.1799 0.5958
30 H 2.1555 2.2896 -0.1797
31 H 2.6952 0.4538 1.3217
32 H 4.4016 0.9471 1.4006
33 H 2.9083 -1.0755 -1.9736
34 H 2.6042 0.6641 -1.7956
35 H -1.2910 -1.9629 0.2854
36 H -0.7300 -1.0648 1.7260
37 H -2.9624 -0.0975 1.8992
38 H -2.5202 1.7199 -1.2217
39 H -3.9019 3.6424 -1.9167
40 H -5.9733 4.1801 -0.6901
41 H -6.6549 2.7923 1.2328
42 H -5.2761 0.8761 1.9207
43 H -4.4275 -1.9176 2.1884
44 H -5.6269 -3.8701 1.2953
45 H -5.5987 -4.3391 -1.1259
46 H -4.3726 -2.8392 -2.6541
47 H -3.1871 -0.8679 -1.7570
48 H 3.2534 -1.7544 0.9517
49 H 4.1413 -2.2386 -0.5071
50 H 5.5950 -2.5987 1.3920
51 H 5.4014 -0.9268 1.9597
52 H 7.2102 0.2402 -0.9265
53 H 6.3952 0.8047 0.5470
54 H 4.9478 1.2509 -1.4228
55 H 5.1309 -0.4399 -1.9541

| no. | maximum force (Eh/bohr) | total energy (a.u.) |
| --- | --- | --- |
| 1 | 0.015 | -1623.81314 |
| 2 | 0.006 | -4475.14516 |
| 3 | 0.021 | -1136.22318 |